(1)
Here is C21H32BF9N4O3P2RbS as an isolated structure from OMol25. Energies are from wB97M-V/def2-TZVPD.

Computed properties:
- Orbital gap: 5.76 eV
- Net charge: -1
- ΔE to the lowest compared entry with this formula, charge and spin: 1.2056 eV
- Lowest unoccupied orbital energy: 1.689 eV

```
74
Properties=species:S:1:pos:R:3:forces:R:3
Rb 2.4273 0.6400 -0.6916 0.522 -0.629 -1.111
C -1.0990 -4.0688 -1.9183 0.006 0.000 0.065
C 0.3496 -3.7774 -1.6181 -0.050 0.003 -0.055
C 1.0264 -2.8067 -2.3527 0.080 0.017 -0.035
C 2.3659 -2.5427 -2.1000 -0.030 0.076 -0.087
C 3.0498 -3.2153 -1.0958 -0.053 -0.076 0.009
C 2.3831 -4.1880 -0.3620 -0.021 0.057 -0.045
C 1.0482 -4.4694 -0.6327 0.010 -0.007 0.040
H -1.6175 -3.1669 -2.2500 0.038 -0.019 0.027
H -1.6099 -4.4807 -1.0437 0.016 0.008 -0.018
H -1.1917 -4.7958 -2.7292 0.024 -0.012 0.017
H 0.4925 -2.2624 -3.1274 -0.002 -0.008 0.045
H 2.8826 -1.8023 -2.7010 0.031 0.016 0.038
H 4.0891 -2.9831 -0.8968 -0.015 -0.003 0.009
H 2.9011 -4.7278 0.4222 -0.006 -0.006 -0.003
H 0.5346 -5.2372 -0.0606 0.014 0.015 -0.001
C -1.9083 0.1574 -0.8791 -0.076 0.105 0.093
N -2.0109 1.3911 -0.0768 -0.318 -0.203 -0.264
C -3.3684 1.6712 0.3635 0.029 -0.043 -0.056
P -0.7164 1.7848 0.8356 0.662 0.087 -0.557
O 0.5334 1.9137 0.0516 -1.922 0.925 1.047
O -0.6145 0.6142 1.9586 -0.022 -0.059 0.113
P 0.4998 -0.5591 1.9822 0.060 -0.014 -0.693
O 0.9385 -1.0168 0.6521 -0.525 -0.399 0.734
N -0.2520 -1.7481 2.8228 -0.083 -0.410 0.205
C -0.8138 -2.8821 2.0902 -0.086 0.070 0.059
C -0.9500 -1.4327 4.0571 -0.058 -0.016 -0.045
N 1.7083 0.1361 2.8393 0.193 0.020 0.332
C 2.9701 -0.6110 2.9039 -0.073 0.048 0.048
C 1.4985 1.0237 3.9719 0.061 0.079 -0.117
N -1.0776 3.0778 1.7734 -0.188 0.249 0.148
C -0.8759 4.4165 1.2275 -0.033 -0.070 0.032
C -1.9661 3.0159 2.9234 0.117 0.019 0.016
H -2.5058 0.2523 -1.7859 -0.015 -0.003 0.010
H -2.2662 -0.7053 -0.3058 -0.025 -0.020 0.001
H -0.8831 -0.0287 -1.1782 0.029 0.012 0.077
H -4.0301 1.6032 -0.5005 0.011 -0.017 -0.010
H -3.4530 2.6785 0.7634 0.036 0.023 0.004
H -3.7225 0.9544 1.1174 0.000 0.007 -0.010
H -0.2409 -3.0660 1.1862 0.042 0.053 -0.003
H -1.8601 -2.6988 1.8154 0.002 -0.008 0.008
H -0.7752 -3.7719 2.7224 0.011 0.001 0.021
H -0.5171 -0.5628 4.5472 0.036 0.001 -0.036
H -0.8870 -2.2730 4.7514 0.008 -0.036 -0.019
H -2.0105 -1.2226 3.8673 0.010 0.009 0.021
H 3.0770 -1.2498 2.0308 -0.037 -0.008 -0.025
H 3.0076 -1.2274 3.8088 0.030 -0.012 0.008
H 3.8055 0.0874 2.8987 0.004 0.024 0.008
H 0.5593 1.5633 3.8671 -0.001 -0.010 -0.006
H 2.3052 1.7582 4.0041 0.021 -0.005 -0.011
H 1.4993 0.4796 4.9242 0.007 -0.011 0.008
H -0.1772 4.3803 0.3950 0.010 -0.048 -0.003
H -0.4610 5.0653 2.0018 0.007 0.007 0.006
H -1.8215 4.8486 0.8805 0.016 0.004 -0.004
H -2.1621 1.9846 3.2083 0.023 -0.013 -0.028
H -2.9242 3.5036 2.7185 -0.008 0.017 -0.013
H -1.5094 3.5238 3.7773 0.031 0.024 -0.001
F -1.5276 4.5689 -4.5292 0.025 0.075 -0.027
C -1.5644 3.2256 -4.5661 0.012 0.080 0.039
C -0.6826 2.4734 -3.8201 0.075 -0.140 -0.041
F 0.2274 3.0915 -3.0537 0.067 0.009 0.043
C -0.7441 1.0917 -3.8648 0.043 0.131 0.337
F 0.1351 0.4409 -3.0710 0.181 -0.041 -0.182
C -1.6989 0.3699 -4.5868 -0.066 -0.439 0.104
S -1.8759 -1.3631 -4.4800 0.089 0.444 -0.038
C -2.5480 1.1834 -5.3462 -0.151 0.126 -0.142
F -3.5046 0.6332 -6.1090 -0.033 -0.061 -0.004
C -2.4944 2.5649 -5.3416 -0.069 -0.138 -0.044
F -3.3606 3.2812 -6.0792 -0.030 0.014 -0.026
F 4.8320 0.3886 0.5661 0.197 0.077 -0.069
B 5.2225 1.1064 -0.6084 0.579 0.133 0.111
F 6.5924 1.3146 -0.6260 -0.191 -0.034 0.023
F 4.5137 2.3366 -0.6090 0.284 -0.075 -0.007
F 4.8041 0.3471 -1.7301 0.438 0.028 -0.071
```
Positions in Å, forces in eV/Å.

Results of the Mulliken charge analysis, in e, for atoms 1 through 8: 0.92 -1.41 0.68 0.04 -0.86 -0.61 -0.51 -0.38


(2)
Here is C21H32CdN5S as an isolated structure from OMol25. Energies are from wB97M-V/def2-TZVPD.

Computed properties:
- Orbital gap: 6.34 eV
- Net charge: +1
- ΔE to the lowest compared entry with this formula, charge and spin: 0.0000 eV
- Lowest unoccupied orbital energy: -3.054 eV

```
60
Properties=species:S:1:pos:R:3:forces:R:3
Cd -0.1257 0.3000 0.0030 -0.003 0.309 0.046
C -2.4362 -1.5667 -1.0945 0.061 0.027 -0.027
N -2.1985 -0.6097 0.0085 0.074 -0.073 0.176
C -3.1570 0.5143 -0.0755 -0.017 -0.028 0.002
C -2.2918 -1.2678 1.3314 -0.150 0.043 -0.072
C -3.4674 -1.9497 1.6040 -0.020 0.014 0.081
C -3.6715 -2.5860 2.8152 0.020 -0.001 -0.048
C -2.6694 -2.5076 3.7676 -0.007 0.005 0.024
C -1.4918 -1.8299 3.5111 0.012 -0.053 0.003
C -1.2323 -1.2052 2.2784 -0.018 -0.065 -0.004
N -0.0609 -0.5626 1.9339 -0.034 0.071 -0.254
C 1.2255 -0.8835 2.3234 -0.001 -0.060 0.003
C 1.6224 -1.1897 3.6354 0.018 -0.020 0.024
C 2.9116 -1.5832 3.9460 0.002 0.007 0.017
C 3.8859 -1.6632 2.9648 -0.015 0.002 -0.044
C 3.5513 -1.2805 1.6772 0.020 0.048 0.082
C 2.2661 -0.8723 1.3566 0.141 0.050 -0.068
N 2.0385 -0.3986 -0.0267 -0.053 -0.040 0.169
C 2.8501 0.8089 -0.2919 0.041 -0.041 0.005
C 2.3442 -1.4497 -1.0217 -0.078 0.003 -0.010
H -3.5016 -1.7780 -1.2100 0.007 -0.047 0.023
H -1.9158 -2.4974 -0.8799 0.039 0.021 -0.032
H -2.0710 -1.1525 -2.0352 -0.051 0.023 -0.011
H -4.1838 0.1403 -0.0994 -0.004 0.019 0.021
H -2.9699 1.0961 -0.9793 -0.031 -0.019 -0.016
H -3.0352 1.1561 0.7945 0.019 0.024 -0.026
H -4.2455 -1.9893 0.8516 -0.014 0.005 -0.003
H -4.5889 -3.1234 3.0069 -0.020 0.017 0.014
H -2.8045 -2.9708 4.7363 0.004 -0.018 0.000
H -0.7590 -1.7840 4.2966 0.006 -0.040 -0.029
H 0.9148 -1.0758 4.4391 0.000 -0.022 -0.014
H 3.1566 -1.8170 4.9738 0.000 -0.009 0.006
H 4.8898 -1.9881 3.1970 0.013 0.009 0.007
H 4.3140 -1.2941 0.9080 0.011 0.000 -0.004
H 3.9139 0.5627 -0.3361 0.000 0.022 0.007
H 2.6883 1.5318 0.5055 -0.032 0.022 -0.030
H 2.5541 1.2476 -1.2470 0.064 -0.043 -0.019
H 3.4226 -1.5449 -1.1697 0.000 -0.051 0.035
H 1.8893 -1.2043 -1.9822 0.050 0.029 -0.017
H 1.9532 -2.4008 -0.6681 -0.049 0.011 -0.032
C 0.3820 3.5729 -2.1522 -0.042 0.000 0.018
N 0.1417 4.6331 -1.1887 0.029 -0.048 0.000
C -0.3966 5.8536 -1.7894 0.010 0.035 0.009
C -0.0141 4.3561 0.1222 0.056 -0.209 -0.391
S -0.2931 2.7770 0.7211 -0.008 -0.011 0.368
N 0.0513 5.3657 0.9990 -0.054 0.049 0.052
C -0.3820 5.2040 2.3838 0.018 -0.033 0.005
C 0.9129 6.5283 0.7852 -0.013 0.015 -0.023
H 0.8531 4.0120 -3.0303 -0.008 -0.006 -0.005
H -0.5521 3.0900 -2.4549 -0.001 0.002 -0.011
H 1.0492 2.8277 -1.7296 0.014 0.034 -0.014
H -1.2047 5.5785 -2.4704 0.011 0.002 -0.016
H 0.3706 6.3825 -2.3554 0.004 0.012 0.019
H -0.8022 6.5128 -1.0304 -0.019 -0.013 0.004
H -1.2609 4.5695 2.4357 -0.009 0.020 -0.002
H -0.6259 6.1910 2.7725 0.007 0.002 0.007
H 0.4079 4.7599 2.9928 -0.001 0.001 0.001
H 1.4314 6.4569 -0.1645 0.014 -0.015 0.004
H 1.6562 6.5519 1.5836 -0.012 0.013 0.012
H 0.3390 7.4548 0.8182 -0.003 0.000 -0.018
```
Positions in Å, forces in eV/Å.

Results of the natural (NBO) charge analysis, in e, for atoms 1 through 8: 1.64 -0.42 -0.58 -0.42 0.13 -0.23 -0.25 -0.17


(3)
Here is C21H32Cl2Cs2F5KN2O17PS2V as an isolated structure from OMol25. Energies are from wB97M-V/def2-TZVPD.

Computed properties:
- Orbital gap: 1.30 eV
- Lowest unoccupied orbital energy: -3.636 eV

```
86
Properties=species:S:1:pos:R:3:forces:R:3
C -2.3231 -0.2054 -1.1429 -0.602 0.272 0.296
O -1.9829 0.3732 -2.4219 -9.282 2.150 1.787
C -3.1042 0.9131 -3.1845 -0.127 -0.285 0.777
C -3.5172 2.2464 -2.6638 -0.488 0.615 -0.048
N -2.6298 3.3720 -3.0601 -0.344 0.405 0.785
C -1.3329 3.4366 -2.4273 1.170 -0.824 -2.372
C -0.2068 3.2533 -3.5913 -1.941 0.774 1.812
C -0.1446 4.3661 -4.6539 -1.030 -8.281 0.640
O -0.6755 3.0794 -4.8719 0.388 -0.582 -0.522
H -1.4014 -0.3629 -0.5821 0.043 0.081 0.079
H -2.9561 0.4727 -0.5677 0.011 -0.167 -0.059
H -2.7788 -1.1748 -1.2787 -0.304 -0.127 -0.005
H -2.7885 0.9994 -4.2152 0.141 -0.209 -0.173
H -3.9271 0.1986 -3.1274 0.069 0.076 -0.182
H -3.6860 2.2234 -1.5781 0.095 0.010 -0.116
H -4.4900 2.4474 -3.1250 0.119 0.108 0.092
H -3.1367 4.2153 -2.8247 -0.095 -0.021 -0.119
H -1.1003 4.4226 -2.0372 -0.224 0.049 0.727
H -1.1629 2.6415 -1.7060 -0.001 0.234 0.371
H 0.7281 2.8121 -3.3042 0.522 -0.344 -0.143
H -0.8035 5.0703 -4.2079 -3.406 -6.799 -2.625
H 0.9379 4.4228 -4.6766 0.047 0.479 -1.411
Cs -0.0306 -0.0335 -2.7891 10.677 -2.756 -2.265
Cl -3.4121 -3.4662 -0.9986 0.034 -0.037 -0.183
C -2.9351 -4.6712 0.2370 -0.410 -0.479 0.168
C -1.9785 -4.1118 1.2340 -0.137 0.271 0.098
Cl -0.3260 -3.6927 0.5836 -0.175 -0.012 -0.089
H -2.5585 -5.5391 -0.3004 0.098 0.077 0.017
H -3.8903 -4.8962 0.7971 0.295 0.355 -0.186
H -1.8268 -4.8244 2.0395 0.101 -0.041 -0.031
H -2.3753 -3.1887 1.6462 0.004 -0.034 0.068
O 6.3082 0.0063 -3.8475 0.094 -0.156 -0.025
P 4.8067 0.0784 -4.0654 -0.500 0.742 -0.370
O 4.5058 -1.2107 -4.8226 0.115 -0.129 0.003
O 4.5244 1.3680 -4.8387 -0.103 -0.034 -0.072
O 3.9027 0.1044 -2.8513 -0.412 -0.109 0.387
K 0.1550 1.5653 -6.6393 0.002 -0.946 -0.885
Cs 0.0187 6.4688 -4.0071 4.686 15.454 3.815
C -0.5933 7.4891 2.3190 0.013 -0.027 0.015
C -0.3729 7.0785 3.6267 -0.007 0.011 -0.019
C -0.3481 5.7259 3.9380 0.000 -0.011 -0.003
C -0.5379 4.7775 2.9424 0.002 0.021 -0.009
C -0.7561 5.1866 1.6340 0.016 -0.004 0.018
C -0.7860 6.5399 1.3251 0.040 -0.057 -0.029
H -0.6151 8.5441 2.0786 -0.006 -0.003 0.001
H -0.2205 7.8144 4.4052 -0.009 -0.006 -0.003
H -0.1805 5.4090 4.9589 0.008 0.002 -0.008
H -0.5158 3.7239 3.1880 -0.004 0.004 0.001
H -0.9047 4.4432 0.8586 -0.021 0.002 0.003
H -0.9597 6.8576 0.3032 -0.042 0.047 -0.028
N -4.3767 -0.2136 -7.5538 -0.403 -0.240 -0.196
S -3.3430 -1.0153 -6.7447 -0.256 0.461 -0.122
O -2.9459 -2.2854 -7.2326 0.172 -0.132 -0.146
O -3.3678 -0.8237 -5.3242 0.202 -0.076 0.223
F -2.0880 -0.0025 -7.1669 0.645 0.053 0.157
S -5.9307 -0.5907 -7.6625 1.354 0.357 0.348
O -6.4602 0.2254 -8.6870 -0.553 0.100 -0.219
O -6.5357 -0.7069 -6.3848 -0.388 -0.055 0.093
F -5.8682 -2.0463 -8.2297 -0.139 -0.205 -0.144
C 3.0553 -6.0164 1.1315 0.144 -0.141 0.170
C 2.9991 -4.7213 1.9049 -0.160 0.061 -0.270
O 3.4194 -4.9031 3.2850 -0.183 0.056 -0.166
C 4.7141 -4.9162 3.5035 0.281 -0.032 0.331
O 5.6074 -4.8155 2.7159 -0.056 -0.005 -0.044
C 4.9747 -5.0204 5.0334 -0.084 0.077 -0.370
F 4.2013 -5.9306 5.6183 -0.087 -0.056 0.068
F 4.7073 -3.8217 5.5933 0.042 0.002 0.110
F 6.2407 -5.3215 5.2800 0.101 0.036 0.030
H 2.4644 -6.7836 1.6322 -0.069 0.019 -0.050
H 2.6535 -5.8597 0.1307 -0.016 0.002 0.016
H 4.0796 -6.3770 1.0444 0.008 0.037 -0.056
H 1.9788 -4.3574 1.9722 -0.011 -0.002 0.146
H 3.6114 -3.9501 1.4379 0.120 -0.034 0.128
O -5.3866 -4.2541 1.6204 0.866 -0.379 0.278
V -6.8146 -3.4573 1.0653 0.019 -0.219 -0.040
O -8.1741 -2.6274 0.6011 -0.655 0.577 -0.222
C 4.7424 -1.5318 8.1210 0.087 -0.101 -0.144
C 5.9668 -0.8386 7.5460 -0.004 -0.182 0.075
O 5.5118 0.5109 7.4211 0.047 0.052 -0.041
C 4.4957 0.7074 8.2934 -0.062 0.105 0.013
O 4.0163 1.7649 8.5454 0.025 -0.062 -0.019
O 4.1021 -0.4686 8.8320 -0.017 0.002 0.042
H 4.9759 -2.3475 8.7987 -0.018 0.068 0.103
H 4.0671 -1.8909 7.3439 0.005 0.006 -0.018
H 6.8164 -0.8608 8.2303 -0.010 0.004 0.023
H 6.2746 -1.2220 6.5777 -0.069 0.085 -0.066
```
Positions in Å, forces in eV/Å.

Results of the Mulliken charge analysis, in e, for atoms 1 through 8: -0.19 -0.60 -0.32 -0.80 -0.18 -0.51 -0.35 -2.20


(4)
Here is a 9-piece molecular cluster, C21H32Cl7O19 overall from OMol25. Energies are from wB97M-V/def2-TZVPD.

Computed properties:
- Orbital gap (alpha / beta): 9.79 / 2.81 eV
- ⟨S²⟩: 0.77
- Multiplicity: 2
- Lowest unoccupied orbital energy (alpha / beta): -0.834 / -7.761 eV

```
79
Properties=species:S:1:pos:R:3:forces:R:3
Cl -0.1150 -0.1754 -0.4923 1.066 -2.218 2.565
O -1.1806 0.5284 0.2661 1.348 -0.866 -1.151
O -0.7079 -0.8177 -1.6469 -0.173 0.317 0.423
O 0.7691 0.8297 -1.0369 -0.221 0.184 0.174
O 0.6188 -1.1580 0.3558 -1.979 2.584 -1.981
C 4.0713 0.3140 -2.4410 -0.804 -0.137 -1.301
C 3.1426 -0.6871 -3.1593 0.512 -0.284 0.652
O 3.8980 -1.1167 -4.2954 -0.085 0.383 -0.515
C 5.1367 -0.5657 -4.2702 1.710 0.625 -1.951
O 5.9708 -0.5707 -5.1670 -2.354 -0.575 2.250
O 5.3218 0.0883 -3.1111 0.099 0.298 1.187
H 4.0298 0.2223 -1.3557 0.816 -0.300 -0.141
H 3.7259 1.3126 -2.7089 0.253 0.207 0.134
H 2.2147 -0.1757 -3.4151 -0.008 -0.329 -0.434
H 2.9581 -1.5904 -2.5778 -0.196 0.150 0.129
C -3.4955 0.5680 4.2869 0.099 0.425 -0.820
C -2.0555 0.8095 3.8277 0.169 -0.132 0.745
O -2.0190 2.2231 3.7773 1.260 0.461 -0.309
C -3.2425 2.6572 3.4318 -0.591 2.741 -0.972
O -3.4717 3.7258 2.8891 0.464 -2.316 1.187
O -4.1505 1.7631 3.8081 -0.595 -0.425 -0.711
H -3.7232 0.6227 5.3515 0.528 -0.917 -0.001
H -3.8506 -0.2835 3.7065 -0.606 -0.084 0.707
H -1.8238 0.4397 2.8289 -0.477 -0.215 -0.222
H -1.2635 0.4072 4.4593 -0.239 0.307 0.344
C -2.9825 3.1368 -1.2021 -0.802 -1.272 -0.568
C -2.4789 2.4643 -2.5005 -0.170 0.058 1.252
O -1.9102 3.5361 -3.2055 0.219 -1.338 -1.805
C -1.8403 4.6465 -2.5405 -0.254 1.861 1.519
O -1.3198 5.6466 -2.9665 -1.083 -1.357 1.558
O -2.4978 4.4261 -1.2607 1.785 2.149 -1.663
H -2.6495 2.6081 -0.3089 0.089 0.214 0.071
H -4.0722 3.1213 -1.2247 -0.091 0.269 0.295
H -3.3161 2.0399 -3.0546 0.455 -0.212 -0.166
H -1.6782 1.7671 -2.2534 -0.202 -0.318 -0.474
C 1.1167 3.5034 2.1810 -0.622 -0.157 -1.879
C 0.0223 3.8253 1.1200 0.333 -1.501 1.944
O -0.5496 4.9387 1.7515 -2.247 0.205 -1.496
C 0.2446 5.4749 2.6641 -1.576 5.784 -0.308
O 0.0911 6.6112 3.1215 0.000 -3.157 -0.505
O 1.3128 4.7917 2.7610 3.637 -2.803 1.310
H 1.9656 3.1101 1.6217 0.547 0.320 0.766
H 0.7070 2.7781 2.8841 0.322 0.231 0.336
H -0.6628 2.9787 1.1644 -0.508 0.167 -0.210
H 0.3629 3.8993 0.0872 0.035 0.945 0.066
C -1.8429 -3.9544 0.4170 1.788 -1.175 -1.309
C -1.8302 -3.1606 1.6371 -0.118 0.948 0.796
O -2.9059 -3.7614 2.3691 -0.089 0.680 0.933
C -3.8013 -4.2581 1.4727 -1.933 -0.938 1.934
O -4.9368 -4.6199 1.7456 2.826 1.003 -0.928
O -3.1697 -4.3388 0.3206 -1.756 -0.731 -2.229
H -1.2025 -4.8333 0.4905 -0.085 -0.241 0.035
H -1.5296 -3.4332 -0.4876 -0.197 0.153 0.031
H -2.1022 -2.1507 1.3301 -0.111 0.442 0.610
H -0.8918 -3.1619 2.1916 -0.284 -0.093 0.150
Cl -2.6053 -1.4779 -6.2687 1.232 -0.168 0.660
C -1.0010 -1.3826 -5.3965 0.771 0.174 -0.083
C -0.1676 -0.1569 -5.8577 -0.579 -1.802 0.328
Cl -1.1164 1.2314 -5.4650 -0.357 1.557 -0.112
H -0.3969 -2.2794 -5.5339 -0.383 -0.211 -0.566
H -1.1465 -1.3416 -4.3170 -0.556 0.265 -0.132
H 0.0597 -0.2864 -6.9158 -0.107 0.526 0.016
H 0.7544 -0.0615 -5.2843 0.030 -0.373 -0.127
Cl 1.5060 -5.8787 0.1483 -0.489 -0.062 -0.169
C 2.9191 -4.9986 -0.4828 0.222 -1.394 -0.130
C 2.7852 -3.5549 -0.2052 0.175 0.859 0.149
Cl 4.3874 -2.8319 -0.5004 0.317 0.356 0.064
H 3.0383 -5.1852 -1.5501 -0.196 -0.089 0.078
H 3.7461 -5.4884 0.0313 0.146 0.497 -0.048
H 2.4987 -3.3566 0.8276 0.027 0.033 -0.138
H 2.1138 -3.0479 -0.8982 -0.190 -0.214 0.227
Cl 0.8563 -2.3719 5.0552 -0.092 0.066 0.101
C 2.3230 -1.5629 4.4666 0.487 0.879 -0.471
C 1.9737 -0.1599 3.8615 -0.397 -1.254 0.588
Cl 1.3046 0.9181 5.1285 0.169 -0.076 -0.174
H 2.7303 -2.2444 3.7199 0.013 0.323 -0.234
H 3.0641 -1.5036 5.2638 -0.297 0.125 0.126
H 1.1775 -0.3735 3.1484 0.012 0.398 -0.132
H 2.7849 0.3924 3.3872 0.140 -0.434 0.126
```
Positions in Å, forces in eV/Å.

Results of the Mulliken charge analysis, in e, for atoms 1 through 8: 1.26 -0.23 -0.36 -0.42 -0.27 -0.34 0.79 -0.39


no.,F_max (eV Å⁻¹)
1,2.38
2,0.45
3,16.59
4,6.00